Below is a molecular structure, C24H19N3O4PdSTe, with properties calculated with ωB97M-V/def2-TZVPD.

Geometry (Å):
Te: -0.6476 0.4214 -2.5637
Pd: 1.3279 0.2355 -1.0137
S: 2.5441 -1.1216 -2.4013
O: -1.3028 1.2909 6.1949
O: 0.8623 -1.2687 1.0891
O: 0.4101 1.6471 0.2023
O: -1.8648 3.3127 5.7167
N: 5.1099 -0.9599 -1.4836
N: -1.3927 2.2292 5.4223
N: 3.3538 0.1822 -0.3761
C: -1.1097 -4.0163 -4.5127
C: 5.9338 -0.4555 -0.5608
C: 0.5112 -0.7530 2.1333
C: -3.5174 0.9265 -1.7136
C: -0.7410 -3.8878 -3.1800
C: -2.2514 -0.3333 -0.0883
C: 0.0542 0.6120 2.3755
C: 4.1683 0.6904 0.5369
C: -0.9216 2.0441 4.0603
C: 5.5238 0.3719 0.4666
C: -3.3649 -0.3787 0.7385
C: 3.8444 -0.6219 -1.3545
C: -0.4018 0.8362 3.6794
C: -0.0023 1.6799 1.4140
C: -1.0060 3.1002 3.1410
C: -2.3345 0.3216 -1.3091
C: -0.5959 -2.6294 -2.6167
C: -4.5501 0.2243 0.3415
C: -1.3348 -2.8889 -5.2879
C: -0.5585 2.9173 1.8675
C: -1.1983 -1.6247 -4.7295
C: -4.6287 0.8718 -0.8834
C: 3.5723 1.5501 1.6030
C: -0.8329 -1.5022 -3.3951
H: -5.5532 1.3418 -1.1922
H: -0.6069 3.7161 1.1395
H: -3.3023 -0.8804 1.6960
H: 3.2205 0.9176 2.4215
H: 0.4994 -1.3736 3.0515
H: -3.5749 1.4409 -2.6650
H: -1.6158 -2.9904 -6.3279
H: -0.3537 0.0361 4.4076
H: -1.3748 -0.7429 -5.3328
H: 2.7143 2.0925 1.2100
H: -0.5544 -4.7687 -2.5800
H: 6.2247 0.7611 1.1903
H: -1.2158 -5.0005 -4.9502
H: -5.4155 0.1935 0.9906
H: -1.3251 -0.8027 0.2091
H: -0.2833 -2.5256 -1.5844
H: 6.9776 -0.7311 -0.6609
H: -1.4237 4.0441 3.4611
H: 4.3042 2.2488 2.0036

As for the max |F|: 0.4 eV/Å. The value obtained for the total energy is -2185.2184 Ha. The calculation puts the LUMO energy at -0.01553 hartree. The value obtained for the energy above the lowest of the compared OMol25 structures with the same formula, charge and spin is 19.4 kJ/mol.

Below is a molecular structure, C24H20BCoF2N2O2SSb, with properties calculated with ωB97M-V/def2-TZVPD.

Geometry (Å):
Sb: -0.1925 -0.0722 1.5494
Co: 0.8913 3.1622 0.7487
S: 0.4743 1.8651 2.6304
F: -1.5374 4.7156 0.0957
F: -0.0824 6.0726 1.0434
O: 0.2685 1.8785 -0.8516
O: 2.4363 3.0722 -0.3671
N: 1.2383 1.9421 -1.7495
N: 2.3343 2.5626 -1.5241
C: -1.1500 -2.0963 5.3280
C: -2.4625 0.9541 -0.2660
C: 0.6986 -2.4298 3.2849
C: -4.7823 0.3324 -0.1240
C: -1.1593 -1.2352 4.2413
C: 2.0402 1.3827 -3.9826
C: -4.4939 -0.5324 0.9222
C: 3.7877 -0.9679 0.0785
C: 1.4172 -0.9382 0.4360
C: -0.2498 0.9311 -3.3701
C: 1.0138 1.4009 -3.0383
C: -3.7699 1.0760 -0.7136
C: -0.2194 -3.1236 5.3933
C: 0.5069 0.4936 -5.6110
C: 2.6917 -0.5380 0.8127
C: 1.7731 0.9496 -5.2672
C: -0.2482 -1.4158 3.2061
C: 3.6032 -1.7835 -1.0300
C: -2.1780 0.0570 0.7550
C: 1.2251 -1.7673 -0.6581
C: -3.1871 -0.6779 1.3642
C: 2.3262 -2.1844 -1.3925
C: -0.4954 0.4735 -4.6541
C: 0.7151 -3.2815 4.3804
B: -0.2966 4.8052 0.6398
H: -3.9928 1.7569 -1.5241
H: -5.2842 -1.1011 1.3945
H: -2.9644 -1.3620 2.1740
H: 2.5592 0.9730 -6.0103
H: 1.4284 -2.5520 2.4934
H: 2.8244 0.1259 1.6600
H: 3.0244 1.7298 -3.7088
H: 4.4588 -2.0929 -1.6155
H: -1.4808 0.1134 -4.9185
H: 0.3006 0.1733 -6.6234
H: 2.1807 -2.8050 -2.2674
H: 4.7798 -0.6475 0.3674
H: 1.4562 -4.0676 4.4409
H: -5.7993 0.4252 -0.4816
H: -1.8682 -1.9659 6.1270
H: -1.0309 0.9460 -2.6234
H: 0.2266 -2.0772 -0.9419
H: -1.8644 -0.4127 4.2047
H: -0.2185 -3.7987 6.2389
H: -1.6729 1.5560 -0.6960

As for the max |F|: 1.3 eV/Å. The value obtained for the total energy is -3432.3082 Ha. The calculation puts the LUMO energy (spin up / spin down) at 0.00559 / 0.00099 hartree. The value obtained for the energy above the lowest of the compared OMol25 structures with the same formula, charge and spin is 27.6 kJ/mol. As for the multiplicity: 4. The expectation value of S² is 3.76.

Below is a molecular structure, C24H20CdN5O4S, with properties calculated with ωB97M-V/def2-TZVPD.

Geometry (Å):
Cd: -0.9027 -0.3909 0.8269
S: 0.0064 -0.0623 -2.1851
O: 0.1512 -0.9437 -3.3462
O: -4.0647 0.8565 3.3061
O: -1.2097 0.7535 -2.2097
O: -4.1036 -1.8256 2.2115
N: 0.3744 -0.6708 -0.7522
N: -2.3591 -0.2619 2.1576
N: 0.0377 -2.2261 0.5950
N: -1.5570 1.6475 1.0640
N: -0.6719 -1.7725 2.4707
C: 1.2794 -2.8752 -1.3339
C: -1.6610 3.9110 0.2255
C: -2.0611 -3.7051 2.9744
C: -2.9393 -1.4486 2.3141
C: 4.1095 4.3267 -3.2917
C: 1.3892 2.2715 -1.6153
C: -3.1445 0.7574 2.4978
C: 0.3272 -3.8661 3.1460
C: -1.0726 2.6545 0.3144
C: -1.8643 -2.3877 2.5954
C: 0.4009 -2.5344 2.7516
C: -3.3523 3.1383 1.7419
C: -0.9293 -4.4604 3.2581
C: -2.8231 4.1549 0.9552
C: 2.0561 1.1437 -3.6593
C: 0.1437 -3.5014 1.0339
C: -2.6838 1.9240 1.7507
C: 2.9827 2.1569 -3.9126
C: 0.5848 -1.9479 -0.5662
C: 1.2650 1.2102 -2.5126
C: 0.8027 -4.5085 0.3492
C: 1.3865 -4.1812 -0.8655
C: 2.3209 3.2789 -1.8711
C: 3.1168 3.2354 -3.0262
H: 4.5266 4.2515 -4.3015
H: -0.3348 -3.6918 1.9882
H: 1.9393 0.3207 -4.3583
H: -4.2587 3.2613 2.3216
H: -0.8093 0.7778 -0.4806
H: 1.9167 -4.9248 -1.4490
H: 4.9342 4.2675 -2.5749
H: -3.0653 -4.1009 3.0574
H: 3.5875 2.1006 -4.8135
H: 0.7535 2.3115 -0.7349
H: -1.0277 -5.4940 3.5711
H: -1.2236 4.6780 -0.4016
H: 1.7300 -2.5904 -2.2787
H: 1.3547 -2.0272 2.6523
H: 1.2300 -4.4232 3.3649
H: 2.4121 4.1030 -1.1688
H: 3.6282 5.3066 -3.2074
H: -3.3158 5.1199 0.9075
H: -0.1686 2.4149 -0.2356
H: 0.8565 -5.5115 0.7498

As for the max |F|: 7.0 eV/Å. The value obtained for the total energy is -2066.7607 Ha. The calculation puts the LUMO energy (spin up / spin down) at 0.08801 / 0.08827 hartree. Its charge is -1.

Below is a molecular structure, C24H20Cl3GeN4O3OsPS, with properties calculated with ωB97M-V/def2-TZVPD.

Geometry (Å):
Os: -0.1939 0.2950 0.4618
Ge: 1.3590 -2.8571 -1.2287
Cl: -0.7456 -1.8404 -0.1789
Cl: 0.6882 -3.1706 -3.1835
Cl: 1.4887 -4.5638 -0.0250
S: 2.4993 0.8201 1.0503
P: -0.0972 0.2162 2.8300
O: 3.6561 1.2286 0.3574
O: 1.3406 1.7722 1.2016
O: 1.7649 -0.3377 0.3579
N: -2.2885 0.6372 0.3923
N: -0.4066 2.0054 -0.5795
N: -1.5108 3.7083 -1.3880
N: -4.0267 1.7835 -0.3155
C: -0.8828 1.6105 3.6261
C: -1.6190 2.5581 -0.7353
C: 4.0402 0.1302 3.1954
C: -1.2536 3.9675 3.8581
C: 0.5142 2.8683 -1.1723
C: -0.1509 -2.4769 3.4458
C: 1.6132 0.0611 3.4398
C: -2.3032 -1.3664 3.4140
C: -0.9094 -1.3097 3.2917
C: -2.1609 -3.7207 3.8733
C: -4.5044 0.6216 0.2295
C: 2.7695 0.2688 2.6766
C: -3.4236 -0.0911 0.6548
C: -0.7120 2.9173 3.1560
C: 4.1720 -0.2294 4.5353
C: -2.1327 2.4457 5.5049
C: -1.9683 3.7390 5.0315
C: 3.0461 -0.4220 5.3147
C: -0.7788 -3.6754 3.7365
C: -0.1730 3.9177 -1.6791
C: -1.5942 1.3834 4.8138
C: -2.6930 1.7594 -0.2161
C: 1.7675 -0.2853 4.7738
C: -2.9218 -2.5659 3.7153
H: 1.5697 2.6691 -1.2015
H: -3.3926 -1.0644 1.1081
H: -2.6771 2.2592 6.4201
H: -2.2650 4.3282 -1.6529
H: -0.1314 3.1253 2.2687
H: 5.1571 -0.3407 4.9672
H: -1.7051 0.3893 5.2242
H: -5.5568 0.3980 0.2544
H: 0.1589 4.7863 -2.2202
H: 4.9068 0.3198 2.5756
H: 3.1515 -0.6808 6.3595
H: -2.9004 -0.4703 3.3061
H: -3.9952 -2.6058 3.8425
H: 0.9275 -2.4531 3.3460
H: -1.1032 4.9766 3.4997
H: -2.6467 -4.6574 4.1117
H: -4.5951 2.4969 -0.7510
H: -2.3882 4.5711 5.5803
H: -0.1905 -4.5724 3.8713
H: 0.9072 -0.4486 5.4104

As for the max |F|: 1.9 eV/Å. The value obtained for the total energy is -5658.1593 Ha. The calculation puts the LUMO energy (spin up / spin down) at -0.39803 / -0.41904 hartree. The value obtained for the energy above the lowest of the compared OMol25 structures with the same formula, charge and spin is 1.5 kJ/mol. As for the multiplicity: 2. The expectation value of S² is 0.75. Its charge is +3.

Below is a molecular structure, C24H20CoN4O3, with properties calculated with ωB97M-V/def2-TZVPD.

Geometry (Å):
Co: 0.5403 0.3500 0.1968
O: -1.1466 4.6019 -0.6002
O: 1.7435 -0.9440 0.8417
O: -0.0033 2.1127 0.2123
N: -0.6480 -0.5270 -1.0817
N: 1.6569 0.7660 -1.3550
N: -0.3677 -0.0785 1.7669
N: 0.0973 -1.2107 2.4102
C: -0.2331 -0.3105 -2.3781
C: -0.9811 -0.7553 -3.5012
C: 3.0879 -3.1982 1.7456
C: -3.5156 3.5367 1.9133
C: -1.8158 1.8367 1.7810
C: -0.4654 -0.4686 -4.7777
C: 0.2213 4.5738 -0.9814
C: 1.4586 0.6448 -3.8455
C: 1.9211 -2.7727 2.3713
C: 0.7279 0.2191 -4.9454
C: -1.1183 2.5486 0.7770
C: 0.9609 0.3701 -2.5763
C: -2.1877 -1.4506 -3.2455
C: 3.2874 -4.9934 3.3292
C: 1.4395 -3.4640 3.4819
C: 2.1218 -4.5697 3.9566
C: -2.5829 -1.6648 -1.9148
C: -2.9960 2.3429 2.3471
C: -1.6601 3.7929 0.3685
C: -2.8396 4.2502 0.9282
C: 1.2058 -1.5888 1.8462
C: -1.3201 0.5914 2.3026
C: -1.8220 -1.2055 -0.8770
C: 3.7681 -4.3074 2.2246
H: -1.0219 -0.7972 -5.6468
H: 1.0923 0.4221 -5.9438
H: -2.7880 -1.8076 -4.0707
H: 0.3776 5.4993 -1.5320
H: 0.5316 -3.1241 3.9601
H: 2.3945 1.1769 -3.9651
H: -3.4986 -2.1966 -1.6952
H: 3.8190 -5.8591 3.7024
H: -1.7554 0.1914 3.2137
H: 3.4529 -2.6574 0.8842
H: -3.2203 5.1968 0.5674
H: -4.4328 3.9288 2.3296
H: 1.7451 -5.1050 4.8182
H: 4.6743 -4.6371 1.7337
H: 1.8260 1.7688 -1.3434
H: 0.4364 3.7262 -1.6309
H: -3.4915 1.7705 3.1213
H: 2.5491 0.2851 -1.2661
H: -2.1047 -1.3625 0.1547
H: 0.8796 4.5526 -0.1125

As for the max |F|: 0.2 eV/Å. The value obtained for the total energy is -2754.0583 Ha. The calculation puts the LUMO energy (spin up / spin down) at -0.02508 / -0.03448 hartree. The value obtained for the energy above the lowest of the compared OMol25 structures with the same formula, charge and spin is 186.5 kJ/mol. As for the multiplicity: 4. The expectation value of S² is 3.80.

Below is a molecular structure, C24H20F3N9O4SV, with properties calculated with ωB97M-V/def2-TZVPD.

Geometry (Å):
V: -0.4195 0.0062 -0.3574
S: -0.5114 1.9801 -1.7844
F: -1.1136 2.4248 -5.9148
F: -0.2107 3.3499 -4.1762
F: 1.0429 2.5048 -5.7300
O: 4.0417 -0.6506 -1.9496
O: -0.7541 -0.5125 1.3400
O: 2.1213 0.4599 -1.5972
O: -0.9831 -2.3949 2.5493
N: -1.5856 -1.8763 -0.6080
N: -2.2203 2.9059 0.5647
N: -4.6696 -0.1887 -0.1206
N: 0.5923 1.4333 0.7481
N: 1.3343 -1.2835 0.2224
N: -6.4203 1.2842 0.0480
N: -4.2983 2.1014 0.2850
N: -2.4617 0.6618 -0.1192
N: -0.3988 -0.4271 -2.4670
C: 2.5286 -1.4777 -0.3459
C: 3.3927 -2.4722 0.0797
C: 0.1236 -0.1289 -5.1609
C: -1.1014 -3.1217 -0.6616
C: -0.1771 -1.4975 -3.2365
C: 0.1002 -1.3923 -4.5806
C: -3.0019 1.8757 0.2281
C: 1.2894 4.5332 2.1187
C: -0.0979 2.3383 -5.0458
C: -3.3788 -0.3308 -0.1861
C: -3.7254 -2.7868 -0.0582
C: -0.1088 0.9857 -4.3746
C: 1.7975 -3.0455 1.7711
C: 2.8694 -0.4666 -1.3882
C: 0.8337 2.1570 1.6040
C: -5.1156 1.0768 0.0637
C: 0.9986 -2.0295 1.2727
C: -2.8797 -1.7167 -0.3129
C: 3.0120 -3.2795 1.1466
C: 1.1062 3.1032 2.6600
C: -3.2108 -4.0711 -0.0966
C: -0.3447 0.7961 -3.0115
C: -1.8730 -4.2409 -0.4143
C: -0.3667 -1.6712 1.8225
H: -1.4263 -5.2237 -0.4604
H: 0.2733 -2.2797 -5.1713
H: -7.0510 0.5217 -0.1280
H: -2.6831 3.7854 0.7241
H: 2.1856 4.6056 1.5061
H: 1.9930 2.7853 3.2108
H: 0.4308 4.8448 1.5256
H: -0.0571 -3.2366 -0.9207
H: -4.7580 -2.5836 0.1782
H: 1.3932 5.2155 2.9585
H: -3.8381 -4.9239 0.1234
H: 4.2661 0.0601 -2.5679
H: -0.2544 -2.4723 -2.7791
H: 1.4561 -3.6234 2.6188
H: 0.3230 -0.0119 -6.2187
H: 4.3522 -2.5900 -0.4033
H: 3.6658 -4.0661 1.4984
H: -6.7824 2.2091 0.2065
H: 0.2619 3.0574 3.3537
H: -1.2299 2.8791 0.4482

As for the max |F|: 1.9 eV/Å. The value obtained for the total energy is -3361.8404 Ha. The calculation puts the LUMO energy (spin up / spin down) at -0.27640 / -0.25272 hartree. The value obtained for the energy above the lowest of the compared OMol25 structures with the same formula, charge and spin is 0.0 kJ/mol. As for the multiplicity: 2. The expectation value of S² is 0.81. Its charge is +2.

Below is a gas-phase ion, C24H20F7N4O4 (charge +1), with properties calculated with ωB97M-V/def2-TZVPD.

Geometry (Å):
F: 3.8074 4.5260 -4.2351
F: 3.2891 5.5454 -1.9900
F: 4.9901 4.3238 -0.8481
F: 2.3193 4.2084 0.3365
F: 3.3343 2.2951 -3.5296
F: 1.2691 3.4170 -1.7368
F: 5.6074 3.2364 -3.3381
O: 1.1495 -2.9070 2.0457
O: 0.8303 -3.6470 0.0717
O: -3.8827 -0.2802 -0.5984
O: 5.3138 -1.5315 2.7343
N: -5.6467 0.5650 1.0058
N: 0.3365 -3.6313 1.2139
N: 4.0392 -2.6834 1.0037
N: -0.8170 0.6809 1.5430
C: 2.1718 -0.6289 0.8476
C: 4.7745 -0.3417 -0.2197
C: -9.1394 0.5370 -1.4873
C: 4.3568 1.1810 -0.7010
C: -9.1661 -1.0236 -2.0316
C: -3.1271 1.7428 0.7546
C: 0.2264 1.4903 0.8030
C: -6.8494 -1.5219 -0.4587
C: 3.7698 4.1392 -1.7163
C: -4.2853 0.6068 0.3478
C: 3.6603 -1.2887 0.5571
C: 2.5373 3.3978 -0.9195
C: -7.9439 1.0594 -0.4426
C: 0.9800 -1.4883 1.6122
C: 6.6640 -3.4392 1.7036
C: -0.4633 -0.7735 1.9189
C: 5.3093 -2.5234 1.8063
C: -8.0219 -2.0650 -1.4889
C: 1.7504 0.9280 0.4050
C: -2.1922 1.1506 1.9639
C: 4.1804 -3.6549 -0.1463
C: 4.1281 3.4964 -3.1822
C: -6.7302 0.0398 0.0904
C: 2.8605 1.8697 -0.4182
H: 7.5224 -2.8530 1.1189
H: -10.0039 1.2603 -1.8769
H: 5.8602 -0.7513 -0.4228
H: -2.7716 0.2501 2.4901
H: 4.0686 -4.7448 0.3279
H: 6.5154 -4.5061 1.2475
H: 3.2652 -3.5716 -0.9087
H: -2.5440 2.1535 -0.1730
H: -2.0553 1.9706 2.8122
H: -10.0024 -1.3812 -2.8037
H: 5.2248 -3.6485 -0.6784
H: -8.0389 -3.1853 -1.8593
H: -6.0198 -2.2725 -0.0656
H: -1.2820 -1.4298 2.4681
H: -3.7538 2.6485 1.2147
H: -0.0283 2.6033 0.4696
H: 5.2157 1.7953 -1.2575
H: -5.6381 0.0777 1.9286
H: -8.0132 2.1840 -0.1104
H: 7.0881 -3.6064 2.8018

As for the max |F|: 8.4 eV/Å. The value obtained for the total energy is -2144.1738 Ha. The calculation puts the LUMO energy at -0.20775 hartree. Its SMILES is CC(=O)N(C)c1ccc(C(F)(F)C(F)(F)C(F)(F)F)c2c[n+](CCC(=O)Nc3ccccc3)cc(ON=O)c12. Its charge is +1.

Below is a molecular structure, C24H21Br4F6N3O6S2SbTi, with properties calculated with ωB97M-V/def2-TZVPD.

Geometry (Å):
Sb: -1.9371 -2.6389 3.2318
Br: 6.5951 -4.5361 0.9625
Br: 5.7476 1.1139 0.5482
Br: 3.2912 -4.9839 0.7551
Br: 7.8292 -1.4812 0.9265
Ti: 0.4386 -1.1856 1.5140
S: 1.5549 2.1267 1.3631
S: -2.6549 -2.4967 -6.1065
F: -0.0178 -2.8509 3.1428
F: -2.0357 -4.4042 4.0705
F: -0.8731 -2.4015 0.8183
F: -1.9756 -1.8339 4.9877
F: 1.7138 -0.7134 2.7862
F: -1.0089 -0.5742 2.7508
O: 2.9411 0.1161 0.2373
O: -0.1468 0.2258 0.3468
O: 1.9115 -2.3409 0.5591
O: -2.9450 -3.8814 -5.7600
O: -2.2214 -2.2920 -7.4837
O: -3.6921 -1.5568 -5.6817
N: 1.8789 -0.7896 -2.5630
N: -0.2573 3.1188 3.0207
N: -1.1225 2.1306 1.1398
C: -0.5473 -0.8768 -5.3500
C: 0.1689 -2.4210 -3.1674
C: 4.0725 -3.2802 0.7015
C: -2.1037 -0.1235 -1.5927
C: -1.0519 1.1153 0.2803
C: -4.0597 0.7281 -2.6910
C: 3.1596 -2.1856 0.5872
C: 5.9649 -1.7416 0.7592
C: -0.0821 2.4379 1.8833
C: -1.2386 -2.0575 -5.1064
C: -2.1081 0.9798 -0.7431
C: -2.2642 2.3086 4.2493
C: 3.7115 -0.8231 0.4663
C: -3.0822 -0.2486 -2.5687
C: 1.5377 4.6375 3.8259
C: 0.8396 -1.2227 -3.3995
C: 0.4757 -0.4643 -4.5165
C: 0.8184 3.3085 3.9898
C: 5.1422 -0.6644 0.6095
C: -3.0973 1.9561 -0.8638
C: 5.4245 -3.0667 0.7893
C: -1.6154 3.4400 3.4742
C: -4.0717 1.8283 -1.8389
C: -0.8554 -2.8260 -4.0161
H: 1.7570 -1.0105 -1.5832
H: -0.8297 -0.2682 -6.2010
H: -3.2631 2.6070 4.5730
H: 0.3609 3.2419 4.9782
H: -1.6878 2.0426 5.1372
H: -4.8408 2.5854 -1.9351
H: 2.0369 4.6980 2.8575
H: -1.3911 -3.7477 -3.8270
H: -1.3480 -0.8893 -1.4893
H: -1.5247 4.3407 4.0876
H: -2.2048 3.6953 2.5956
H: 2.0385 0.2049 -2.6398
H: -2.3349 1.4143 3.6349
H: -3.0931 2.8058 -0.1946
H: 0.8409 5.4752 3.8967
H: 1.5104 2.4683 3.9133
H: -4.8101 0.6196 -3.4644
H: 2.2944 4.7571 4.6032
H: 0.9935 0.4688 -4.7168
H: -3.0857 -1.0908 -3.2476
H: 0.4297 -3.0270 -2.3065

As for the max |F|: 2.3 eV/Å. The value obtained for the total energy is -14324.6543 Ha. The calculation puts the LUMO energy (spin up / spin down) at 0.12061 / 0.05074 hartree. The value obtained for the energy above the lowest of the compared OMol25 structures with the same formula, charge and spin is 0.0 kJ/mol. As for the multiplicity: 4. The expectation value of S² is 3.77. Its charge is -2.